## w
{"formula": "C2H5NO3", "method": "ωB97M-V/def2-TZVPD", "elements": ["N", "C", "O", "H", "H", "H", "O", "C", "O", "H", "H"], "coordinates": [[2.232, 0.309, -0.427], [1.068, 0.996, -0.762], [0.264, 1.304, 0.079], [2.657, 0.064, -1.308], [2.793, 0.632, 0.332], [1.029, 1.206, -1.828], [-3.404, -1.309, 0.575], [-2.323, -0.834, 0.514], [-1.138, -1.419, 0.971], [-2.035, 0.083, -0.026], [-1.143, -1.031, 1.880]], "smiles": "NC=O.O=CO", "multiplicity": 1, "homo_lumo_gap_ev": 11.2, "e_lumo_ev": 0.737, "total_charge": 0}

=====

## x
{"formula": "C2H5NO3", "method": "ωB97M-V/def2-TZVPD", "elements": ["N", "C", "O", "H", "H", "H", "O", "C", "O", "H", "H"], "coordinates": [[-0.740, -0.822, -0.991], [-1.487, -0.584, 0.117], [-1.180, 0.148, 1.043], [-1.235, -1.424, -1.640], [-0.207, -0.137, -1.511], [-2.507, -0.965, -0.016], [1.588, 1.055, -0.696], [1.691, 1.088, 0.506], [1.310, 0.111, 1.310], [2.175, 1.931, 0.993], [0.593, -0.402, 0.884]], "smiles": "NC=O.O=CO", "multiplicity": 1, "homo_lumo_gap_ev": 11.1, "e_lumo_ev": 0.736, "total_charge": 0}

=====

## y
{"formula": "C2H5NO3", "method": "ωB97M-V/def2-TZVPD", "elements": ["O", "C", "N", "C", "O", "H", "H", "H", "O", "H", "H"], "coordinates": [[-0.725, -1.261, -0.592], [0.366, -1.198, -0.106], [1.191, -0.082, -0.077], [0.932, 1.169, -0.637], [0.045, 1.418, -1.389], [0.847, -2.071, 0.369], [2.001, -0.156, 0.509], [1.733, 1.883, -0.384], [-1.421, 0.104, 2.035], [-2.033, -0.355, 2.616], [-1.782, 0.034, 1.142]], "smiles": "O=CNC=O.O", "multiplicity": 1, "homo_lumo_gap_ev": 10.7, "e_lumo_ev": 0.598, "total_charge": 0}

=====

## z
{"formula": "C2H5NO3", "method": "ωB97M-V/def2-TZVPD", "elements": ["C", "C", "N", "O", "O", "O", "H", "H", "H", "H", "H"], "coordinates": [[0.501, -0.207, -0.752], [-0.602, -0.245, 0.247], [-0.815, 1.214, 0.366], [-0.297, -0.838, 1.486], [1.694, -0.714, -0.468], [-1.245, -0.936, -0.663], [0.656, -0.777, 1.654], [2.226, -0.862, -1.265], [0.392, 0.324, -1.693], [-1.575, 1.515, -0.235], [-0.935, 1.526, 1.323]], "multiplicity": 1, "homo_lumo_gap_ev": 9.1, "e_lumo_ev": 0.180, "total_charge": 0}

=====

Verdict on stability: y comes out on top.

=====

## w
{"formula": "C4H10NO2S", "method": "ωB97M-V/def2-TZVPD", "elements": ["C", "N", "C", "O", "C", "C", "S", "H", "H", "H", "H", "H", "H", "H", "H", "H", "H", "O"], "coordinates": [[0.658, 0.183, 0.128], [0.510, 1.531, 0.442], [1.017, 2.529, -0.635], [2.228, 2.418, -1.006], [-0.659, -0.538, -0.014], [-0.389, -1.891, -0.610], [0.803, -1.451, -1.855], [1.245, 0.114, -0.848], [1.305, -0.351, 0.854], [0.281, 2.193, -1.426], [0.649, 3.538, -0.287], [-1.158, -0.627, 0.941], [-1.333, 0.034, -0.653], [-0.019, -2.562, 0.158], [-1.317, -2.314, -1.008], [-0.486, 1.747, 0.576], [-1.757, -2.713, 2.809], [-1.578, -1.839, 2.435]], "multiplicity": 1, "homo_lumo_gap_ev": 3.2, "e_lumo_ev": -0.029, "total_charge": -1}

=====

## x
{"formula": "C4H10NO2S", "method": "ωB97M-V/def2-TZVPD", "elements": ["C", "N", "C", "C", "S", "C", "O", "H", "H", "H", "H", "H", "H", "H", "H", "H", "H", "O"], "coordinates": [[1.799, -1.065, 1.225], [0.610, -0.241, 1.141], [0.304, 0.141, -0.184], [-0.727, -0.549, -1.024], [-2.042, -1.400, -0.106], [1.277, 0.976, -0.903], [2.277, 1.480, -0.349], [1.841, -1.743, 0.368], [1.796, -1.811, 2.033], [2.687, -0.453, 1.260], [-0.298, -0.613, 1.424], [0.099, 1.330, -0.327], [-0.249, -1.288, -1.687], [-1.158, 0.242, -1.651], [1.212, 1.222, -1.977], [-3.548, 1.671, -0.305], [-2.864, 0.565, 0.577], [-3.014, 1.536, 0.486]], "multiplicity": 1, "homo_lumo_gap_ev": 7.3, "e_lumo_ev": 3.818, "total_charge": -1}

=====

Verdict on stability: x comes out on top.

=====

## w
{"formula": "C4H14N4", "method": "ωB97M-V/def2-TZVPD", "elements": ["C", "N", "N", "C", "N", "H", "H", "H", "H", "H", "H", "H", "C", "C", "N", "H", "H", "H", "H", "H", "H", "H"], "coordinates": [[0.792, 0.095, 1.134], [1.751, 1.075, 0.655], [0.870, 0.005, 2.610], [-1.492, -0.517, 0.742], [-0.506, 0.455, 0.616], [1.141, -0.898, 0.788], [0.392, 0.814, 3.001], [2.614, 1.007, 1.182], [1.349, 1.998, 0.782], [0.381, -0.818, 2.948], [-1.424, -1.186, 1.616], [-2.506, -0.129, 0.636], [-0.766, 0.443, -1.683], [0.604, 0.409, -2.263], [-1.210, -1.390, -0.538], [-1.858, -2.096, -0.901], [-0.379, -1.955, -0.377], [-1.113, 1.379, -1.281], [-1.502, -0.015, -2.332], [0.621, 1.042, -3.162], [0.917, -0.584, -2.591], [1.325, 0.864, -1.585]], "multiplicity": 1, "homo_lumo_gap_ev": [7.8, 7.8], "e_lumo_ev": [0.608, 0.606], "total_charge": 0}

=====

## x
{"formula": "C4H14N4", "method": "ωB97M-V/def2-TZVPD", "elements": ["C", "C", "C", "C", "N", "N", "N", "N", "H", "H", "H", "H", "H", "H", "H", "H", "H", "H", "H", "H", "H", "H"], "coordinates": [[0.921, -0.149, 0.331], [-0.016, 0.260, -0.848], [1.825, 0.911, 0.910], [-2.000, -0.481, 0.955], [-0.625, -0.044, 1.040], [1.395, -1.440, 0.337], [-0.775, -0.644, -1.670], [-0.423, 1.617, -1.098], [-0.603, 0.755, 1.670], [1.110, 0.258, -1.822], [0.782, -2.091, -0.156], [1.851, -1.683, 1.210], [-0.862, -1.537, -1.189], [-0.146, -0.882, -2.456], [-1.430, 1.573, -1.243], [-0.061, 1.830, -2.030], [2.248, 0.588, 1.868], [2.633, 1.108, 0.196], [1.297, 1.848, 1.083], [-2.076, -1.473, 0.502], [-2.408, -0.570, 1.966], [-2.639, 0.246, 0.445]], "multiplicity": 1, "homo_lumo_gap_ev": 7.8, "e_lumo_ev": 0.916, "total_charge": 0}

=====

Verdict on stability: w comes out on top.

=====

## w
{"formula": "C4H14N4", "method": "ωB97M-V/def2-TZVPD", "elements": ["C", "C", "C", "C", "N", "N", "N", "N", "H", "H", "H", "H", "H", "H", "H", "H", "H", "H", "H", "H", "H", "H"], "coordinates": [[-0.533, 0.622, -0.158], [-1.481, -0.451, 0.215], [2.206, -0.325, -1.147], [-0.092, 1.724, 0.757], [1.154, -0.662, -0.209], [1.674, -0.912, 1.099], [-1.393, -1.592, -0.499], [-2.449, 0.796, -0.305], [-0.370, 0.736, -1.219], [-1.695, -0.468, 1.298], [0.881, -0.930, 1.732], [2.090, -1.844, 1.128], [0.494, -1.401, -0.530], [-2.016, -2.300, -0.124], [-3.102, 1.175, 0.369], [-2.868, 0.517, -1.183], [2.715, 0.585, -0.824], [2.954, -1.123, -1.243], [1.756, -0.161, -2.128], [0.986, 1.671, 0.914], [-0.332, 2.697, 0.328], [-0.579, 1.647, 1.731]], "multiplicity": 1, "homo_lumo_gap_ev": 8.2, "e_lumo_ev": 1.022, "total_charge": 0}

=====

## x
{"formula": "C4H14N4", "method": "ωB97M-V/def2-TZVPD", "elements": ["C", "C", "N", "N", "N", "H", "H", "H", "H", "H", "H", "H", "H", "H", "C", "C", "N", "H", "H", "H", "H", "H"], "coordinates": [[-1.610, 0.519, 0.566], [-0.594, 1.581, 0.913], [-0.890, -0.768, 0.196], [-1.603, -1.449, -0.815], [-0.659, -1.621, 1.323], [-1.106, -1.255, 2.169], [0.339, -1.620, 1.520], [-2.455, -1.859, -0.428], [-1.020, -2.204, -1.163], [-2.322, 0.294, 1.373], [-2.177, 0.784, -0.326], [0.465, 1.210, 0.373], [-0.888, 2.551, 0.517], [-0.419, 1.665, 1.986], [1.896, 0.620, -1.930], [1.664, 0.119, -0.535], [2.658, -0.022, 0.241], [2.387, -0.353, 1.171], [0.477, -0.478, -0.303], [1.702, 1.695, -1.964], [2.927, 0.462, -2.245], [1.227, 0.131, -2.639]], "multiplicity": 1, "homo_lumo_gap_ev": 8.5, "e_lumo_ev": 0.841, "total_charge": 0}

=====

Verdict on stability: x comes out on top.

=====

## w
{"formula": "C12H16Si", "method": "ωB97M-V/def2-TZVPD", "elements": ["C", "C", "C", "C", "C", "Si", "C", "C", "C", "C", "C", "C", "C", "H", "H", "H", "H", "H", "H", "H", "H", "H", "H", "H", "H", "H", "H", "H", "H"], "coordinates": [[0.434, -3.400, -1.979], [0.481, -2.093, -1.827], [-0.263, -1.041, -2.745], [-0.830, 0.151, -1.982], [-1.867, -0.125, -0.958], [-1.533, 0.382, 0.698], [-2.706, -0.029, 2.032], [0.168, 0.962, 1.226], [1.284, 0.083, 1.506], [2.462, 0.635, 1.922], [2.592, 2.008, 1.941], [1.572, 2.838, 1.677], [0.348, 2.327, 1.322], [-0.036, -3.951, -2.736], [1.149, -3.974, -1.331], [1.045, -1.651, -1.093], [-1.112, -1.734, -3.145], [0.426, -0.574, -3.515], [-1.265, 0.896, -2.805], [0.032, 0.593, -1.599], [-2.814, -0.483, -1.331], [-2.426, -0.426, 3.013], [-3.340, 0.896, 2.219], [-3.267, -0.795, 1.582], [1.330, -0.968, 1.498], [3.427, 0.089, 1.945], [3.491, 2.549, 1.925], [1.761, 3.934, 1.588], [-0.543, 2.900, 0.954]], "smiles": "C=CCC/C=[Si](/C)c1ccccc1", "multiplicity": 1, "homo_lumo_gap_ev": 8.2, "e_lumo_ev": 0.618, "total_charge": 0}

=====

## x
{"formula": "C12H16Si", "method": "ωB97M-V/def2-TZVPD", "elements": ["C", "C", "C", "C", "C", "C", "C", "C", "C", "C", "C", "C", "Si", "H", "H", "H", "H", "H", "H", "H", "H", "H", "H", "H", "H", "H", "H", "H", "H"], "coordinates": [[-1.758, 1.530, 0.049], [-0.180, -2.307, -0.265], [1.347, 0.656, 1.166], [-1.610, 0.421, -0.716], [0.977, -1.681, -0.579], [1.111, 1.124, -0.106], [-1.479, -2.172, -1.008], [-0.907, 2.821, 0.095], [1.908, -0.653, 1.535], [-2.278, -0.914, -0.638], [2.162, -1.682, 0.279], [0.477, 2.576, -0.362], [1.170, -0.076, -1.661], [-2.691, 1.689, 0.638], [-0.178, -3.117, 0.556], [1.393, 1.541, 1.851], [-1.170, -2.071, -2.028], [-2.000, -3.102, -0.942], [-1.401, 3.511, -0.525], [-1.000, 3.360, 1.097], [2.780, -0.625, 2.130], [0.995, -1.185, 2.015], [-2.601, -1.030, 0.438], [-3.154, -0.885, -1.259], [2.329, -2.660, 0.770], [3.022, -1.324, -0.345], [1.047, 3.234, 0.205], [0.772, 2.894, -1.356], [2.175, -0.324, -2.780]], "multiplicity": 1, "homo_lumo_gap_ev": [7.5, 6.8], "e_lumo_ev": [-0.201, -0.202], "total_charge": 0}

=====

Verdict on stability: w comes out on top.

=====

## w
{"formula": "C4H5N2O2", "method": "ωB97M-V/def2-TZVPD", "elements": ["N", "C", "O", "N", "C", "C", "C", "O", "H", "H", "H", "H", "H"], "coordinates": [[-2.256, -1.138, 0.298], [-1.415, -0.836, -0.717], [-1.466, -1.171, -1.887], [-0.284, 0.047, -0.367], [0.811, 0.012, -1.141], [1.914, 0.490, -0.385], [1.353, 0.712, 0.900], [0.089, 0.421, 0.881], [-1.868, -0.693, 1.128], [-3.182, -1.645, 0.119], [0.688, -0.094, -2.204], [2.878, 0.595, -0.647], [1.579, 0.916, 1.951]], "smiles": "NC(=O)[n+]1ccco1", "multiplicity": 1, "homo_lumo_gap_ev": 9.9, "e_lumo_ev": -5.462, "total_charge": 1}

=====

## x
{"formula": "C4H5N2O2", "method": "ωB97M-V/def2-TZVPD", "elements": ["C", "C", "O", "C", "C", "O", "N", "N", "H", "H", "H", "H", "H"], "coordinates": [[0.719, 0.786, 0.123], [-0.043, -0.454, 0.175], [-1.327, -0.651, 0.067], [0.897, -1.747, 0.644], [0.209, -3.041, 0.884], [0.618, -3.859, 1.697], [2.109, -1.405, 0.891], [3.157, -1.151, 1.109], [0.247, 1.520, -0.371], [1.789, 0.593, -0.315], [0.829, 1.108, 1.243], [-1.715, 0.166, -0.481], [-0.804, -3.050, 0.322]], "smiles": "C/C(O)=C(/C=O)[N+]#N", "multiplicity": 1, "homo_lumo_gap_ev": [8.6, 8.6], "e_lumo_ev": [-5.960, -5.960], "total_charge": 1}

=====

Verdict on stability: w comes out on top.

=====

## w
{"formula": "C4H12", "method": "ωB97M-V/def2-TZVPD", "elements": ["C", "C", "H", "H", "H", "H", "H", "H", "C", "C", "H", "H", "H", "H", "H", "H"], "coordinates": [[-1.861, -1.498, -0.526], [-2.350, 0.019, -0.419], [-0.863, -1.470, -0.850], [-1.758, -2.105, 0.366], [-2.477, -2.098, -1.140], [-1.954, 0.335, 0.590], [-1.800, 0.545, -1.256], [-3.417, -0.080, -0.495], [2.345, 0.579, 1.120], [1.725, 1.176, -0.155], [2.338, 0.979, 2.043], [1.911, -0.398, 1.310], [3.479, 0.298, 0.945], [1.387, 0.323, -0.732], [2.442, 1.492, -0.875], [0.854, 1.903, 0.074]], "multiplicity": 2, "homo_lumo_gap_ev": [2.9, 12.1], "e_lumo_ev": [4.422, 4.528], "total_charge": -1}

=====

## x
{"formula": "C4H12", "method": "ωB97M-V/def2-TZVPD", "elements": ["C", "C", "H", "H", "H", "H", "H", "H", "C", "C", "H", "H", "H", "H", "H", "H"], "coordinates": [[-1.264, 1.575, -0.864], [-1.423, 2.196, 0.500], [-1.928, 2.023, -1.605], [-0.258, 1.576, -1.285], [-1.511, 0.506, -0.836], [-0.821, 3.095, 0.689], [-1.056, 1.541, 1.302], [-2.434, 2.491, 0.784], [1.110, -2.428, 0.653], [1.543, -1.321, -0.332], [1.676, -2.501, 1.584], [0.065, -2.267, 0.913], [1.256, -3.412, 0.195], [2.521, -0.888, -0.084], [0.810, -0.530, -0.265], [1.712, -1.656, -1.350]], "multiplicity": 2, "homo_lumo_gap_ev": [2.9, 12.1], "e_lumo_ev": [4.386, 4.423], "total_charge": -1}

=====

## y
{"formula": "C4H12", "method": "ωB97M-V/def2-TZVPD", "elements": ["C", "C", "H", "H", "H", "H", "H", "H", "C", "C", "H", "H", "H", "H", "H", "H"], "coordinates": [[2.020, -0.389, 1.792], [2.669, 0.291, 0.596], [0.931, -0.332, 1.742], [2.373, -1.413, 1.854], [2.278, 0.019, 2.784], [3.727, 0.510, 0.745], [2.164, 1.235, 0.359], [2.519, -0.284, -0.324], [-2.178, 0.159, -1.941], [-2.499, -0.055, -0.451], [-2.386, 1.182, -2.250], [-1.126, -0.096, -2.110], [-2.763, -0.517, -2.583], [-3.555, 0.150, -0.250], [-1.973, 0.691, 0.141], [-2.186, -1.073, -0.227]], "multiplicity": 2, "homo_lumo_gap_ev": [2.9, 12.4], "e_lumo_ev": [4.380, 4.463], "total_charge": -1}

=====

Verdict on stability: y comes out on top.

=====

## w
{"formula": "C4H12", "method": "ωB97M-V/def2-TZVPD", "elements": ["C", "C", "H", "H", "H", "H", "H", "H", "C", "C", "H", "H", "H", "H", "H", "H"], "coordinates": [[-2.218, -1.104, 1.271], [-1.063, -0.050, 1.482], [-3.021, -0.557, 0.868], [-1.965, -2.040, 0.687], [-2.571, -1.543, 2.189], [-1.431, 0.969, 1.938], [-0.550, 0.289, 0.632], [-0.470, -0.441, 2.205], [1.883, -0.145, -1.238], [1.470, 1.259, -1.518], [1.745, -0.909, -2.174], [2.967, -0.263, -1.119], [1.314, -0.488, -0.433], [2.236, 1.998, -1.622], [0.933, 1.633, -0.698], [0.742, 1.392, -2.469]], "multiplicity": 2, "homo_lumo_gap_ev": [2.8, 12.0], "e_lumo_ev": [4.299, 4.491], "total_charge": -1}

=====

## x
{"formula": "C4H12", "method": "ωB97M-V/def2-TZVPD", "elements": ["C", "C", "H", "H", "H", "H", "H", "H", "C", "C", "H", "H", "H", "H", "H", "H"], "coordinates": [[-1.936, -0.424, 0.057], [-2.164, -1.848, 0.606], [-0.881, -0.183, 0.052], [-2.342, -0.449, -0.963], [-2.366, 0.301, 0.735], [-3.167, -1.997, 0.999], [-2.051, -2.663, -0.105], [-1.434, -1.991, 1.387], [2.637, 1.616, -0.261], [1.378, 0.759, -0.358], [3.096, 2.091, -1.129], [2.601, 2.349, 0.527], [3.453, 0.877, -0.142], [1.252, 0.000, 0.413], [1.457, 0.225, -1.301], [0.466, 1.337, -0.516]], "multiplicity": 2, "homo_lumo_gap_ev": [2.7, 11.7], "e_lumo_ev": [4.170, 4.238], "total_charge": -1}

=====

Verdict on stability: x comes out on top.